1.
The following is a DFT calculation (ωB97M-V with the def2-TZVPD basis set) of a cluster of 2 separate species, C30H41F3N3O9S in total.

Values from the calculation:
Frontier orbital gap, eV: 8.269
Relative energy (zero: lowest compared OMol25 entry of this formula, charge and spin), kcal/mol: 0.0
Net charge: +1

Last column: Mulliken charge in e.
CARTESIAN COORDINATES (ANGSTROEM)
C: 2.72351 -2.78835 -0.82634  -0.499
O: 2.02538 -1.90142 -1.70897  -0.367
C: 0.69447 -1.63748 -1.22519  -0.246
C: 0.67744 -0.22716 -0.47694  -0.188
C: -0.36650 0.69097 -1.27077  0.902
C: 0.25947 1.15364 -2.61816  0.488
C: 1.40347 2.10977 -2.67659  0.937
C: 2.06576 2.76126 -1.43176  -1.816
C: 1.07922 3.54674 -0.47150  0.424
C: 1.04458 2.79779 0.92528  -0.770
O: -0.20243 3.80791 -1.04814  -0.395
C: -1.09016 4.49245 -0.15856  -1.129
C: -2.14722 3.52261 0.49866  0.703
C: -3.14192 2.79505 -0.28035  -0.215
C: -4.05985 1.88053 0.39860  -0.564
C: -3.94568 1.71469 1.83383  -0.462
C: -2.96734 2.43628 2.66570  -0.642
C: -2.06983 3.34605 1.94565  -0.294
C: 1.91472 2.41591 -4.02675  -0.409
S: 3.34445 3.53809 -4.31034  -0.232
C: 1.33580 1.83092 -5.25469  0.433
O: 1.90081 2.14734 -6.49730  -0.372
N: 2.27218 0.96686 -7.15662  0.180
O: 3.01885 1.22224 -8.01897  -0.389
C: 0.20838 0.93554 -5.17776  0.065
C: -0.30588 0.62245 -3.83166  0.600
C: -1.50096 -0.33704 -4.08021  -0.165
O: -2.39442 -0.71629 -3.37334  -0.587
N: -1.40168 -0.70733 -5.45851  0.262
C: -1.43720 -2.13269 -5.82595  -0.613
O: -1.26244 -3.01888 -4.71222  -0.270
C: -2.29345 -3.92014 -4.58489  0.865
F: -2.09527 -4.56743 -3.38546  -0.268
F: -2.20462 -4.86283 -5.56739  -0.250
F: -3.52699 -3.36034 -4.51078  -0.212
C: -0.59327 0.16678 -6.26642  0.030
O: -0.57493 0.27040 -7.45254  -0.541
H: 2.51229 -3.86949 -1.04409  0.268
H: 2.45743 -2.53170 0.24038  0.089
H: 3.81820 -2.61486 -0.99082  0.248
H: 0.29847 -2.45126 -0.56333  0.344
H: 0.04607 -1.61578 -2.14632  -0.052
H: 1.70321 0.19278 -0.59732  0.165
H: 0.31357 -0.29106 0.57918  0.181
H: -0.79971 1.51082 -0.65449  -1.758
H: -1.22549 0.00426 -1.52108  0.651
H: 2.85846 3.49573 -1.74525  0.567
H: 2.62998 1.95852 -0.87918  0.335
H: 1.54519 4.55640 -0.26102  0.696
H: 0.97398 3.55021 1.76467  0.224
H: 0.16759 2.11581 1.05826  0.010
H: 1.96214 2.19264 1.13990  0.368
H: -1.65411 5.23835 -0.78951  0.442
H: -0.57383 5.08930 0.63517  0.399
H: -3.15807 2.96642 -1.38235  0.375
H: -4.78543 1.32053 -0.22818  0.383
H: -4.61489 0.99734 2.37472  0.401
H: -2.90489 2.29409 3.76505  0.464
H: -1.30013 3.89407 2.54110  0.313
H: 4.47229 2.73487 -4.33781  0.193
H: -2.39879 -2.30947 -6.38582  0.392
H: -0.62599 -2.38088 -6.56786  0.328
C: -2.34761 -1.31436 2.25495  -0.463
O: -1.63270 -1.15004 3.47888  -0.200
C: -1.58976 -2.35140 4.23123  -0.627
C: -0.65780 -2.09001 5.41024  -0.670
N: 0.46887 -1.22947 4.93242  0.052
C: 1.62246 -1.91044 4.26724  -0.559
C: 2.57130 -2.41490 5.35187  -0.670
O: 2.56791 -1.43778 6.38200  -0.390
C: 3.27088 -1.88358 7.54020  -0.764
H: -3.37051 -1.64407 2.44969  0.367
H: -2.37491 -0.35078 1.75001  -0.214
H: -1.82911 -2.03308 1.61345  0.335
H: -1.19549 -3.16311 3.60899  0.390
H: -2.58907 -2.61925 4.58381  0.428
H: -0.26445 -2.99898 5.86249  0.269
H: -1.16970 -1.49911 6.17085  0.446
H: 0.87005 -0.70430 5.72053  0.489
H: 0.04663 -0.54246 4.29184  0.330
H: 2.10957 -1.13697 3.67191  0.416
H: 1.25796 -2.69760 3.60901  0.239
H: 3.57961 -2.54216 4.94971  0.484
H: 2.21703 -3.37257 5.74975  0.385
H: 2.76713 -2.75230 7.97259  0.340
H: 3.26219 -1.07577 8.26924  0.267
H: 4.30552 -2.12804 7.29047  0.302

Atoms 1-3, force components in eV/Å:
0.552 0.287 0.000
-0.539 -0.869 1.010
-0.014 0.659 -0.267

=====

2.
The following is a DFT calculation (ωB97M-V with the def2-TZVPD basis set) of a structure of composition C30H41N5O7S2SiSr.

Values from the calculation:
Frontier orbital gap, eV: 6.268
Relative energy (zero: lowest compared OMol25 entry of this formula, charge and spin), kcal/mol: 4.8
Net charge: -2

Last column: Mulliken charge in e.
CARTESIAN COORDINATES (ANGSTROEM)
Sr: 0.61914 0.77362 -0.05956  0.886
C: -1.06365 -3.07837 1.59946  -0.847
C: 0.33202 -2.55911 1.95750  -0.429
N: 1.06324 -2.00014 0.82738  0.511
C: 1.40338 -2.96125 -0.22278  -1.098
C: 0.96337 -2.49254 -1.61231  -0.536
N: -0.36398 -1.90144 -1.59827  0.744
C: -1.45126 -2.84752 -1.42524  -1.167
C: -2.45585 -2.41732 -0.34980  -0.462
N: -1.92195 -2.08978 0.95931  0.287
H: -1.51614 -3.42025 2.53904  0.509
H: -0.97920 -3.96690 0.96482  0.322
H: 0.87142 -3.39545 2.43509  0.410
H: 0.23902 -1.76950 2.70491  -0.118
H: 1.90862 -1.55065 1.16310  -0.248
H: 0.92883 -3.92138 0.00749  0.508
H: 2.48197 -3.13054 -0.25191  0.615
H: 1.03950 -3.34762 -2.30644  0.336
H: 1.65010 -1.72708 -1.96510  -0.272
H: -0.47621 -1.30138 -2.40654  0.105
H: -1.03133 -3.82239 -1.15936  0.420
H: -2.00653 -3.01230 -2.36152  0.560
H: -3.20904 -3.21061 -0.24590  0.230
H: -2.98266 -1.52827 -0.70764  0.209
H: -1.44896 -1.19716 0.92201  -0.437
C: 3.27184 -0.70374 3.95824  -1.315
Si: 2.60301 0.88794 3.15741  0.178
C: 3.84245 1.25778 1.81113  -0.834
C: 2.74654 2.30366 4.40161  -1.194
N: 1.00660 0.72005 2.53234  1.368
C: -0.04930 0.64495 3.38433  -1.200
C: 0.02332 0.37371 4.77610  -0.308
C: -1.08544 0.33540 5.60764  -1.272
C: -2.35616 0.55109 5.10468  -0.952
C: -2.49104 0.78713 3.73718  -0.651
C: -1.38481 0.81962 2.91756  0.427
O: -1.50987 1.00382 1.53193  2.177
C: -2.68752 1.58190 1.07336  -0.717
C: -3.78212 0.77798 0.80553  0.225
C: -4.92135 1.35535 0.26327  -1.094
C: -4.95501 2.71870 -0.00250  -0.555
C: -3.84696 3.50609 0.28252  -0.777
C: -2.70294 2.94214 0.82872  -0.069
H: 4.27689 -0.52423 4.35472  0.426
H: 3.36604 -1.47500 3.18684  0.287
H: 2.65585 -1.10892 4.76324  0.359
H: 4.78343 1.55802 2.28502  0.465
H: 3.51995 2.07970 1.16886  0.143
H: 4.04551 0.38384 1.19088  0.049
H: 3.76886 2.37802 4.78551  0.349
H: 2.06505 2.21453 5.24873  0.350
H: 2.51004 3.23366 3.87726  0.278
H: 0.99702 0.19748 5.21130  0.247
H: -0.94420 0.13464 6.66489  0.352
H: -3.23026 0.53323 5.74324  0.360
H: -3.47436 0.95002 3.31803  0.417
H: -3.72161 -0.28031 1.02926  0.873
H: -5.78199 0.73563 0.03886  0.380
H: -5.83940 3.16473 -0.44158  0.367
H: -3.85805 4.56420 0.05355  0.411
H: -1.80538 3.52189 1.01205  0.247
S: 1.00759 3.69726 0.87821  -0.180
C: 1.14430 4.98216 -0.19022  0.306
N: 1.25305 5.90475 -0.88853  -0.794
C: -2.65126 0.27495 -3.45270  -0.733
S: -1.26300 1.27910 -2.95918  0.909
O: -0.06176 0.50568 -3.29998  -0.692
O: -1.41545 2.52393 -3.67243  -0.726
O: -1.40647 1.37784 -1.49335  -0.592
H: -2.60666 0.13418 -4.53077  0.372
H: -3.55909 0.80516 -3.17108  0.280
H: -2.60519 -0.68363 -2.93853  0.020
O: 6.61708 -0.75927 -1.92108  -0.505
C: 5.73146 -0.36464 -2.88568  1.336
C: 6.19208 -0.05330 -4.16258  -0.836
C: 5.31520 0.37293 -5.14788  -0.434
C: 3.96579 0.50268 -4.85825  -0.850
C: 3.51620 0.20460 -3.57965  -0.569
C: 4.37423 -0.24406 -2.57895  -0.034
C: 3.77849 -0.60007 -1.22254  -0.351
O: 4.28571 -1.50857 -0.55933  -0.777
O: 2.73414 0.05555 -0.92314  -0.003
H: 7.50115 -0.68437 -2.29327  0.276
H: 7.25400 -0.14162 -4.37738  0.224
H: 5.69389 0.61236 -6.13481  0.346
H: 3.26689 0.84747 -5.60884  0.430
H: 2.46794 0.32770 -3.33366  0.737

Atoms 1-3, force components in eV/Å:
0.020 -0.023 0.032
0.007 0.016 -0.004
-0.031 -0.043 0.005